i | ORCA calculation (the ωB97M-V functional and the def2-TZVPD basis) on a 2-piece molecular cluster, C5H10N2O overall.

Positions of all 18 atoms, in Å:
O 0.90952 -0.07061 -1.08277
C 1.45073 -0.67615 -2.05361
C 2.76421 -0.82559 -2.37427
C -3.55332 -0.07041 3.20222
C -2.82908 0.67296 2.32630
C -2.13987 0.29112 1.16308
N -0.93744 0.90705 0.80139
N 3.79985 -0.13180 -1.66546
H 0.76139 -1.20965 -2.75000
H 3.06282 -1.34287 -3.28940
H -3.98927 0.49676 4.01261
H -3.68180 -1.12450 2.99000
H -2.66767 1.71142 2.61936
H -2.52520 -0.51872 0.54556
H -0.24673 0.20890 0.51595
H -1.04817 1.53688 0.01524
H 4.33209 -0.59676 -0.95232
H 4.33182 0.59084 -2.11470

Gap between HOMO and LUMO (alpha / beta) = 0.22220 / 0.20221 Ha
Multiplicity = 2
Charge = -1

ii | ORCA calculation (the ωB97M-V functional and the def2-TZVPD basis) on an isolated ion of composition C5H10N2O and charge -1.

Positions of all 18 atoms, in Å:
O 0.86783 -0.14509 1.78841
C -0.36218 0.08634 1.31166
C -0.93399 -1.16272 0.55074
C 0.05133 -1.46547 -0.56561
C 1.01897 -0.37842 -1.10980
N -0.69637 1.31498 0.58512
C 0.19865 1.79718 -0.56181
N 0.31721 0.78932 -1.53938
H -1.08539 0.17744 2.20056
H -1.04757 -2.05641 1.16061
H -1.84727 -0.75937 0.09578
H -0.42974 -1.88238 -1.47760
H 0.74425 -2.26837 -0.30569
H 1.82584 -0.09622 -0.42031
H 1.45797 -0.87102 -1.98553
H -0.71973 2.01319 1.31631
H 1.11845 2.29510 -0.19601
H -0.47828 2.61194 -0.84744

Gap between HOMO and LUMO (alpha / beta) = 0.25106 / 0.22472 Ha
Multiplicity = 2
Charge = -1

The most stable arrangement is i, and the next structure is 0.0055 hartree less stable.

i | ORCA calculation (the ωB97M-V functional and the def2-TZVPD basis) on an isolated ion of composition C2H3O3S and charge -1.

Positions of all 9 atoms, in Å:
O 1.48916 -0.82671 -1.16368
S 0.93533 -0.06300 -0.03824
O 1.76000 0.07381 1.11688
C -0.05481 1.42284 -0.39105
O -1.33792 0.33583 -0.32911
C -0.75766 -0.59675 0.47695
H -0.14538 1.65254 -1.43120
H -0.65104 -0.31316 1.44796
H -1.23767 -1.68539 0.31150

SMILES = O=[S@@]1([O-])=COC1
Gap between HOMO and LUMO = 0.26844 Ha
Multiplicity = 1
Charge = -1

ii | ORCA calculation (the ωB97M-V functional and the def2-TZVPD basis) on an isolated ion of composition C2H3O3S and charge -1.

Positions of all 9 atoms, in Å:
O 0.68414 -2.24142 -1.29850
C 0.56858 -1.07136 -0.97852
C -0.37698 -0.60112 -0.16978
S -0.36251 1.15081 0.54552
O -1.63874 1.59666 0.97385
O 0.55886 2.05878 -0.12504
H 1.41033 -0.35327 -1.18406
H -1.03282 -1.15081 0.40322
H 0.18914 0.61174 1.83331

SMILES = O=CC=[S@H](=O)[O-]
Gap between HOMO and LUMO = 0.27151 Ha
Multiplicity = 1
Charge = -1

The most stable arrangement is ii, and the next structure is 0.0729 hartree less stable.

i | ORCA calculation (the ωB97M-V functional and the def2-TZVPD basis) on a single C19H23NO4 molecule.

Positions of all 47 atoms, in Å:
C 4.25712 3.22880 -0.40599
O 2.99137 2.62715 -0.53830
C 2.34472 2.72391 -1.73496
C 2.79095 3.48260 -2.81228
C 2.04728 3.51213 -3.97755
C 0.86109 2.81347 -4.09665
C 0.40629 2.04676 -3.02702
O -0.75731 1.35154 -3.01340
C -1.51754 1.28061 -4.19537
C 1.15701 1.99528 -1.84725
C 0.71444 1.08647 -0.73993
O 0.59123 -0.11221 -0.87440
N 0.47285 1.72293 0.42926
C 0.01316 1.00229 1.59145
C -1.50663 0.75371 1.52678
O -1.95587 -0.09733 2.55016
C -1.73612 -1.44777 2.43921
C -2.20828 -2.20832 3.50939
C -2.06307 -3.58218 3.51880
C -2.56920 -4.40482 4.66629
C -1.43568 -4.20142 2.44184
C -0.96306 -3.46023 1.37352
C -0.26994 -4.11493 0.21707
C -1.11438 -2.07625 1.37141
H 4.19695 4.31878 -0.49299
H 4.60120 2.96681 0.59330
H 4.96535 2.84265 -1.14498
H 3.70812 4.04524 -2.75519
H 2.40007 4.09926 -4.81229
H 0.30470 2.86768 -5.01778
H -0.94205 0.84675 -5.01861
H -1.89406 2.26567 -4.49154
H -2.35847 0.62953 -3.96253
H 0.57135 2.72231 0.47905
H 0.52528 0.03629 1.61610
H 0.26500 1.56047 2.49431
H -2.04636 1.69386 1.67811
H -1.76277 0.35816 0.53687
H -2.69100 -1.69431 4.32634
H -1.75002 -4.95430 5.12883
H -3.03560 -3.77610 5.42016
H -3.30138 -5.13199 4.31718
H -1.31746 -5.27590 2.44500
H 0.78729 -3.85157 0.21956
H -0.35873 -5.19744 0.26728
H -0.68925 -3.76658 -0.72462
H -0.72856 -1.52745 0.52636

SMILES = COc1cccc(OC)c1C(=O)NCCOc1cc(C)cc(C)c1
Gap between HOMO and LUMO = 0.31945 Ha
Multiplicity = 1
Charge = 0

ii | ORCA calculation (the ωB97M-V functional and the def2-TZVPD basis) on a single C19H23NO4 molecule.

Positions of all 47 atoms, in Å:
C -0.85233 2.56813 1.75381
O -1.11799 1.27595 1.26165
C -2.34242 1.02588 0.70834
C -3.41508 1.90987 0.73257
C -4.60805 1.54098 0.13791
C -4.76296 0.31222 -0.47527
C -3.69330 -0.57938 -0.50888
O -3.73227 -1.81925 -1.05303
C -4.88754 -2.21614 -1.75139
C -2.48047 -0.21606 0.08305
C -1.27967 -1.11144 -0.02694
O -0.72573 -1.35402 -1.07495
N -0.87053 -1.59674 1.17132
C 0.38984 -2.27494 1.34888
C 1.33722 -1.48782 2.28315
O 2.66307 -1.44188 1.81977
C 2.95289 -0.66316 0.72702
C 2.05040 0.16305 0.07803
C 2.45032 0.89888 -1.03274
C 1.43587 1.75052 -1.73374
C 3.75988 0.81808 -1.47005
C 4.68227 0.00592 -0.81623
C 6.09555 -0.07300 -1.31186
C 4.27087 -0.73311 0.27656
H -1.01375 3.33014 0.98594
H -1.46539 2.79863 2.63126
H 0.19878 2.56341 2.04010
H -3.33243 2.87538 1.20385
H -5.43934 2.22987 0.15594
H -5.70983 0.06028 -0.92374
H -4.66257 -3.20451 -2.14839
H -5.11056 -1.53643 -2.57937
H -5.75655 -2.28174 -1.08781
H -1.36995 -1.31827 2.00080
H 0.22164 -3.28315 1.73951
H 0.83979 -2.35636 0.35549
H 0.94290 -0.47284 2.42883
H 1.40667 -1.97404 3.26017
H 1.02453 0.24596 0.39546
H 1.11751 2.57067 -1.08991
H 1.84073 2.16799 -2.65220
H 0.55818 1.15171 -1.97224
H 4.07408 1.38563 -2.33461
H 6.52319 0.92413 -1.40611
H 6.71352 -0.65690 -0.63481
H 6.12270 -0.54090 -2.29572
H 4.95628 -1.38119 0.80058

SMILES = COc1cccc(OC)c1C(=O)NCCOc1cc(C)cc(C)c1
Gap between HOMO and LUMO = 0.32315 Ha
Multiplicity = 1
Charge = 0

The most stable arrangement is i, and the next structure is 0.0029 hartree less stable.

i | ORCA calculation (the ωB97M-V functional and the def2-TZVPD basis) on a 2-piece molecular cluster, C6H14NOP overall.

Positions of all 23 atoms, in Å:
C 2.24875 -0.23779 1.21525
C 0.96890 -0.59738 1.35252
C 0.41205 -1.23864 2.61495
N 0.06716 -0.34414 0.39993
C -0.82197 -1.36519 -0.18607
C -0.13287 -2.51502 -0.78525
P -0.00073 1.21481 -0.23884
O 0.83458 2.06754 0.56348
H 2.83437 -0.25309 2.07036
H 2.48790 0.20177 0.24520
H 1.34314 -1.64732 3.08080
H -0.10841 -2.23441 2.46515
H -0.18160 -0.60181 3.35733
H -1.49638 -0.93280 -0.89523
H -1.66114 -1.73471 0.58800
H -0.78104 -3.35705 -1.03707
H 0.36134 -2.21984 -1.66356
H 0.44704 -3.05678 -0.03376
C -1.36950 3.81094 -2.58130
H -1.51079 3.69763 -1.52852
H -2.19588 4.15919 -3.10399
H -0.56451 4.39053 -3.03737
H -1.18041 2.79356 -2.86201

SMILES = C=C(C)N(CC)P=O.C
Gap between HOMO and LUMO = 0.33527 Ha
Multiplicity = 1
Charge = 0

ii | ORCA calculation (the ωB97M-V functional and the def2-TZVPD basis) on a single C6H14NOP molecule.

Positions of all 23 atoms, in Å:
C 0.38880 1.63581 -0.46265
C 0.80273 0.53474 0.14057
O 0.01153 -0.29250 0.79527
C -1.36986 -0.05776 0.90516
C -2.22670 -0.13256 -0.35563
C -3.57519 -0.78871 -0.30160
N 2.07539 -0.11260 0.02647
C 3.21099 0.77322 -0.20773
P 2.12517 -1.79165 0.39852
H -0.55125 1.81104 -0.17590
H 1.03636 2.43453 -0.87317
H -1.53826 0.86199 1.56803
H -1.74718 -0.87245 1.53653
H -2.43063 0.81668 -0.78370
H -1.50031 -0.64738 -0.92339
H -3.37686 -1.93594 -0.35678
H -4.13513 -0.59661 0.64867
H -4.06540 -0.54682 -1.27102
H 4.11610 0.19156 -0.21401
H 3.06671 1.35490 -1.05175
H 3.42118 1.42398 0.72070
H 2.81872 -2.22255 -0.71031
H 3.44307 -1.84092 0.94770

SMILES = C=C(OCCC)N(C)P
Gap between HOMO and LUMO = 0.33516 Ha
Multiplicity = 1
Charge = 0

The most stable arrangement is i, and the next structure is 0.0561 hartree less stable.